{
  "formula": "C43H44FN7NiO4S3",
  "method": "wB97M-V/def2-TZVPD",
  "species": ["Ni", "F", "C", "C", "C", "C", "O", "C", "C", "N", "C", "C", "C", "C", "C", "C", "N", "C", "C", "N", "C", "C", "C", "O", "O", "H", "H", "H", "H", "H", "H", "H", "H", "H", "H", "H", "H", "H", "H", "H", "H", "H", "H", "C", "C", "S", "C", "C", "S", "C", "C", "S", "H", "H", "H", "H", "H", "H", "H", "H", "H", "H", "H", "H", "C", "O", "C", "C", "C", "C", "C", "C", "C", "N", "C", "C", "N", "C", "C", "C", "C", "N", "C", "C", "N", "C", "C", "C", "C", "H", "H", "H", "H", "H", "H", "H", "H", "H", "H", "H", "H", "H", "H"],
  "xyz": [[-2.20386, -0.28751, 0.12353], [3.95045, -2.15005, 2.39529], [2.98509, -1.54234, 3.11612], [1.80352, -1.23790, 2.50722], [0.79263, -0.56909, 3.20342], [-0.45148, -0.26289, 2.48834], [-0.55603, -0.62459, 1.28949], [-1.43276, 0.41451, 3.25503], [-1.15020, 0.72767, 4.55358], [-0.01213, 0.45767, 5.22181], [0.01788, 0.93012, 6.60393], [1.20275, 1.50887, 7.30603], [0.60307, 0.19408, 7.76565], [1.00228, -0.21256, 4.54762], [2.21541, -0.57042, 5.15299], [3.22121, -1.22085, 4.45966], [4.41691, -1.53966, 5.14732], [5.12854, -0.48099, 5.84844], [5.55747, -1.02433, 7.21472], [5.78863, -2.51203, 7.06585], [6.38745, -2.82854, 5.72717], [5.33090, -2.55976, 4.64727], [-2.81305, 0.85007, 2.78425], [-3.50368, 1.48253, 3.56371], [-3.16326, 0.52866, 1.59277], [1.64598, -1.48635, 1.46735], [-1.92673, 1.24838, 5.09902], [-0.91729, 1.42873, 6.80406], [1.03095, 2.39124, 7.90483], [2.15904, 1.49720, 6.80669], [0.01948, 0.19207, 8.67455], [1.14574, -0.72199, 7.58760], [2.39436, -0.37310, 6.19462], [4.49004, 0.38744, 5.98289], [6.00056, -0.14448, 5.27494], [4.78150, -0.90314, 7.96817], [6.48356, -0.58149, 7.57605], [4.88596, -2.98476, 7.13692], [6.38092, -2.85821, 7.82084], [6.72078, -3.86324, 5.72490], [7.25740, -2.18217, 5.62706], [4.76352, -3.46705, 4.43965], [5.85647, -2.27842, 3.73121], [-2.89037, -4.93843, 0.99657], [-3.75193, -4.11988, 1.94477], [-3.48270, -2.32099, 1.89558], [-5.06243, -1.71346, 1.26521], [-5.29852, -1.96053, -0.21527], [-4.04832, -1.16676, -1.27928], [-3.34644, -2.55555, -2.20684], [-2.50124, -3.57149, -1.44885], [-3.42989, -4.96341, -0.73113], [-2.91376, -5.98187, 1.31609], [-1.84517, -4.62698, 1.03848], [-3.56570, -4.44152, 2.97084], [-4.80674, -4.30825, 1.74199], [-5.04920, -0.64898, 1.49134], [-5.87335, -2.16117, 1.84195], [-6.26915, -1.56047, -0.50840], [-5.28699, -3.02589, -0.44004], [-2.74606, -2.06852, -2.97801], [-4.17039, -3.04910, -2.72511], [-1.95027, -3.09720, -0.63875], [-1.77635, -3.98683, -2.15169], [1.38939, 4.73363, -12.13887], [0.48559, 5.27010, -11.18413], [0.32568, 4.61692, -10.01980], [-0.58038, 5.18864, -9.11908], [-0.81539, 4.59615, -7.90250], [-0.15406, 3.41443, -7.54536], [0.74561, 2.85609, -8.44498], [0.99193, 3.44282, -9.67619], [-0.43791, 2.81735, -6.24672], [-1.23008, 3.33618, -5.33312], [-1.22018, 2.45437, -4.29503], [-0.40049, 1.37547, -4.57100], [0.09508, 1.62418, -5.82607], [-0.19361, 0.30201, -3.66074], [0.66492, -0.79178, -3.84600], [0.79081, -1.72769, -2.84621], [0.02449, -1.59124, -1.68725], [-0.82698, -0.59711, -1.51075], [-0.91364, 0.36582, -2.44909], [-1.75568, 1.50487, -2.13816], [-2.35508, 1.50373, -0.93047], [-3.13244, 2.51768, -0.59483], [-3.34628, 3.60530, -1.44998], [-2.73884, 3.62893, -2.68050], [-1.91589, 2.55396, -3.04975], [1.36002, 5.40845, -12.98845], [1.07845, 3.73630, -12.45737], [2.40562, 4.69637, -11.74043], [-1.08573, 6.09977, -9.40771], [-1.51673, 5.03727, -7.20874], [1.28740, 1.94709, -8.20981], [1.69751, 2.98226, -10.35096], [0.71094, 1.04403, -6.36717], [1.23924, -0.89115, -4.75815], [1.46430, -2.56644, -2.94888], [0.10008, -2.31008, -0.88184], [-3.59372, 2.45171, 0.38224], [-3.99061, 4.41020, -1.12692], [-2.87841, 4.44941, -3.37125]],
  "forces_ev_per_angstrom": [[0.419, -0.035, -0.323], [0.002, 0.007, 0.003], [-0.038, 0.009, -0.076], [0.051, 0.012, 0.098], [0.002, 0.004, -0.060], [0.007, -0.076, 0.180], [-0.078, 0.221, -0.024], [-0.025, 0.001, -0.045], [0.000, 0.017, 0.032], [-0.004, -0.004, -0.062], [-0.025, -0.004, 0.022], [0.013, -0.058, -0.031], [-0.013, 0.052, 0.005], [-0.011, -0.025, -0.035], [0.051, -0.046, -0.058], [-0.009, -0.016, 0.081], [0.014, 0.050, 0.030], [0.020, 0.019, -0.043], [-0.018, -0.019, 0.002], [-0.008, 0.014, 0.029], [0.007, 0.026, -0.006], [-0.014, -0.082, -0.029], [0.052, 0.036, 0.018], [-0.007, -0.009, 0.026], [-0.181, 0.094, 0.030], [0.001, -0.004, -0.011], [-0.007, 0.005, -0.002], [0.009, 0.000, 0.038], [-0.010, 0.004, -0.004], [0.020, 0.029, -0.004], [0.000, -0.025, 0.008], [-0.040, 0.000, 0.035], [-0.015, 0.024, -0.026], [0.000, -0.009, 0.035], [-0.006, -0.002, 0.001], [0.013, 0.016, 0.006], [-0.001, 0.012, -0.021], [0.013, -0.008, -0.006], [-0.020, 0.005, 0.007], [-0.018, -0.004, -0.002], [0.011, -0.026, -0.009], [0.021, 0.006, -0.015], [-0.006, 0.027, 0.009], [0.059, -0.057, 0.009], [-0.144, -0.020, -0.001], [0.050, -0.109, -0.027], [-0.089, 0.010, 0.047], [0.010, -0.042, 0.022], [-0.073, 0.001, 0.169], [-0.098, -0.048, -0.068], [0.104, 0.002, 0.004], [-0.003, 0.060, -0.015], [-0.029, -0.008, -0.036], [0.000, -0.003, -0.004], [0.049, 0.046, 0.001], [0.002, 0.005, 0.018], [-0.021, -0.005, -0.005], [0.036, -0.037, 0.004], [0.016, 0.041, 0.001], [0.012, 0.024, -0.038], [0.032, -0.005, 0.024], [-0.006, 0.039, -0.002], [-0.043, 0.011, -0.007], [0.004, -0.033, 0.030], [0.018, -0.005, -0.026], [-0.016, 0.027, -0.003], [-0.025, -0.006, 0.049], [0.037, -0.015, -0.041], [0.025, -0.026, -0.023], [0.014, 0.041, -0.085], [-0.016, -0.002, 0.019], [0.006, 0.027, -0.030], [0.013, -0.059, 0.101], [-0.064, 0.066, -0.012], [0.181, -0.153, -0.123], [-0.152, 0.124, 0.078], [0.019, 0.070, -0.089], [-0.011, -0.021, 0.080], [-0.013, -0.055, 0.085], [0.010, 0.049, -0.060], [-0.018, 0.004, -0.018], [-0.019, -0.116, 0.097], [0.014, 0.066, -0.035], [-0.018, 0.010, -0.135], [-0.009, -0.033, 0.047], [0.071, -0.039, 0.014], [-0.003, 0.027, -0.014], [-0.023, -0.038, 0.052], [-0.018, -0.052, 0.116], [0.002, -0.005, 0.005], [0.002, 0.001, 0.006], [-0.004, -0.003, 0.002], [-0.005, 0.008, 0.000], [-0.005, -0.010, 0.022], [-0.009, -0.005, 0.023], [-0.001, 0.008, -0.007], [-0.007, -0.017, 0.019], [0.003, 0.003, -0.008], [0.003, -0.005, 0.002], [-0.005, -0.010, -0.010], [-0.022, 0.025, -0.015], [0.002, 0.007, -0.002], [0.003, 0.005, -0.010]],
  "multiplicity": 3,
  "total_charge": 2,
  "homo_energy_ev": [-10.95, -10.95],
  "e_above_lowest_kcal_mol": 0.0,
  "lumo_energy_ev": [-4.7, -4.7],
  "s2": 2.005,
  "gap_ev": [6.3, 6.3],
  "max_force_ev_per_a": 0.53,
  "energy_ha": -5151.61419
}